Version w
Density functional theory data (wB97M-V/def2-TZVPD) for a structure of composition C3H8N2O.

Last column: natural (NBO) charge in e.
Element x y z (Å)
N: -1.01 -1.49 0.69  -0.56
C: -0.13 -1.00 -1.31  0.21
O: 1.17 -1.13 -0.86  -0.70
N: -1.16 -1.43 -0.62  -0.28
H: 1.77 -0.88 -1.57  0.48
H: -1.94 -1.62 1.08  0.34
H: -0.58 -0.09 0.94  0.33
H: -0.26 -0.94 -2.39  0.17
C: -0.28 1.16 0.56  -0.63
C: 0.95 1.56 0.95  -0.24
H: 1.13 2.46 1.52  0.19
H: -1.14 1.79 0.77  0.22
H: -0.35 0.65 -0.51  0.26
H: 1.83 0.95 0.77  0.20

Computed properties:
LUMO energy (spin up / spin down): 0.0 / 0.0 eV
HOMO level (spin up / spin down): -7.738 / -7.736 eV


Version x
Density functional theory data (wB97M-V/def2-TZVPD) for a structure of composition C3H8N2O.

Last column: natural (NBO) charge in e.
Element x y z (Å)
C: 0.96 -1.10 -1.56  -0.65
C: 0.65 -1.00 0.10  -0.21
C: -0.91 0.60 1.13  0.77
H: 1.29 -2.14 -1.76  0.22
H: 0.02 -0.98 -2.28  0.22
H: 1.65 -0.21 -2.03  0.21
H: 1.78 -1.01 0.78  0.18
H: -0.20 -1.88 0.67  0.27
H: 0.45 1.04 -0.30  0.38
H: -2.29 2.15 1.56  0.45
H: -0.69 2.58 0.49  0.40
N: 0.11 0.25 0.30  -0.66
N: -1.27 1.97 1.06  -0.89
O: -1.55 -0.28 1.83  -0.69

Computed properties:
LUMO energy: 0.7 eV
HOMO level: -9.219 eV


Version y
Density functional theory data (wB97M-V/def2-TZVPD) for the molecule C3H8N2O.

Last column: natural (NBO) charge in e.
Element x y z (Å)
C: 0.24 1.21 0.26  -0.22
C: 0.27 -0.28 0.09  -0.52
C: -0.99 -0.84 -0.58  0.69
N: -1.24 -2.17 -0.35  -0.85
O: -1.76 -0.15 -1.21  -0.60
N: 1.60 1.76 0.27  -0.83
H: -0.31 1.67 -0.55  0.22
H: -0.27 1.45 1.21  0.17
H: 1.08 -0.62 -0.56  0.23
H: 0.41 -0.85 1.01  0.22
H: -2.17 -2.44 -0.66  0.39
H: -0.59 -2.93 -0.39  0.40
H: 1.59 2.77 0.40  0.36
H: 2.13 1.42 1.06  0.34

Computed properties:
LUMO energy: 0.9 eV
HOMO level: -9.387 eV


Version z
Density functional theory data (wB97M-V/def2-TZVPD) for the molecule C3H8N2O.

Last column: natural (NBO) charge in e.
Element x y z (Å)
C: -0.58 0.63 -0.37  0.06
C: 0.80 0.98 -0.24  -0.49
C: 1.64 -0.18 0.34  -0.06
H: -2.98 0.20 0.56  0.37
H: -2.65 -1.64 0.17  0.38
H: -1.29 1.46 -0.52  0.15
H: 1.30 1.24 -1.23  0.23
H: 0.90 1.92 0.42  0.23
H: 2.67 0.06 0.62  0.19
H: 1.14 -0.45 1.32  0.15
H: 0.83 -1.74 -0.35  0.49
N: -2.47 -0.61 -0.07  -0.70
N: -1.05 -0.54 -0.20  -0.28
O: 1.75 -1.34 -0.46  -0.72

Computed properties:
LUMO energy: 1.0 eV
HOMO level: -8.880 eV


Stability summary: most stable version y, least stable version w.


Version w
Density functional theory data (wB97M-V/def2-TZVPD) for a cluster of 3 separate species, C3H8N2O in total.

Last column: natural (NBO) charge in e.
Element x y z (Å)
C: -1.38 -0.48 -0.20  -0.40
C: -1.68 0.94 -0.51  -0.65
H: -2.59 1.01 -1.12  0.22
H: -1.01 -1.06 -1.04  0.21
H: -2.18 -1.01 0.32  0.20
H: -0.37 -0.89 0.79  0.13
H: -1.81 1.54 0.39  0.22
H: -0.89 1.39 -1.11  0.22
N: 2.28 0.25 -0.56  -0.48
O: 1.26 0.28 0.44  -0.42
C: 1.05 -0.81 1.33  0.40
N: 1.65 -1.53 2.06  -0.35
H: 2.90 1.00 -0.27  0.35
H: 2.80 -0.62 -0.52  0.35

Computed properties:
LUMO energy: -0.7 eV
HOMO level: -9.781 eV


Version x
Density functional theory data (wB97M-V/def2-TZVPD) for a cluster of 2 separate species, C3H8N2O in total.

Last column: natural (NBO) charge in e.
Element x y z (Å)
C: -0.98 0.04 1.25  -0.40
C: 1.38 -0.45 0.77  -0.40
N: 0.06 -0.15 0.27  -0.52
C: -0.20 0.15 -1.35  0.61
O: -0.40 1.46 -1.49  -0.64
N: -0.24 -1.07 -1.53  -0.32
H: -0.55 1.63 -2.44  0.50
H: -0.54 -0.35 -2.78  0.07
H: -1.14 -0.86 1.85  0.19
H: -0.72 0.86 1.94  0.17
H: 2.09 -0.59 -0.04  0.20
H: 1.76 0.38 1.40  0.17
H: -1.92 0.31 0.78  0.20
H: 1.38 -1.36 1.38  0.18

Computed properties:
LUMO energy (spin up / spin down): 0.2 / 0.2 eV
HOMO level (spin up / spin down): -7.532 / -7.531 eV


Stability summary: most stable version x, least stable version w.


Version w
Density functional theory data (wB97M-V/def2-TZVPD) for a cluster of 2 separate species, C3H8N2O in total.

Last column: natural (NBO) charge in e.
Element x y z (Å)
C: -0.42 -1.21 -0.61  -0.33
C: -0.78 0.19 -0.38  -0.14
C: -2.04 0.81 0.17  -0.64
N: 0.26 -0.41 0.39  -0.17
N: 3.11 0.09 0.48  -0.40
O: 2.08 0.08 -0.38  -0.30
H: -0.77 -2.06 -0.03  0.22
H: -0.13 -1.40 -1.66  0.22
H: -0.28 0.85 -1.21  0.21
H: -1.89 1.75 0.74  0.22
H: -2.57 0.23 1.00  0.22
H: -2.73 1.12 -0.67  0.22
H: 3.23 -0.77 0.91  0.33
H: 2.93 0.74 1.26  0.33

Computed properties:
LUMO energy (spin up / spin down): 0.3 / 0.2 eV
HOMO level (spin up / spin down): -8.857 / -9.261 eV


Version x
Density functional theory data (wB97M-V/def2-TZVPD) for a structure of composition C3H8N2O.

Last column: natural (NBO) charge in e.
Element x y z (Å)
C: 0.82 -0.69 1.87  -0.69
C: -1.16 0.25 -2.24  -0.49
C: 1.28 0.46 1.04  -0.18
N: -0.08 0.35 -1.24  -0.26
N: -0.34 0.39 -0.08  0.35
O: -1.35 0.22 0.57  -0.48
H: 1.43 -0.95 2.68  0.22
H: -0.28 -0.69 2.05  0.27
H: 0.77 -1.55 1.14  0.21
H: -0.92 -0.57 -2.96  0.21
H: -1.39 1.08 -2.87  0.22
H: -2.08 -0.05 -1.71  0.21
H: 1.21 1.53 1.39  0.21
H: 2.08 0.22 0.38  0.20

Computed properties:
LUMO energy: 0.9 eV
HOMO level: -9.202 eV


Version y
Density functional theory data (wB97M-V/def2-TZVPD) for the molecule C3H8N2O.

Last column: natural (NBO) charge in e.
Element x y z (Å)
C: -0.73 0.16 1.14  -0.35
C: 0.41 0.38 0.21  0.27
C: 1.78 -0.19 0.25  -0.69
N: -1.43 -1.00 0.44  -0.16
N: 0.02 0.89 -1.03  -0.82
O: -2.30 -0.57 -0.59  -0.60
H: -0.59 -0.15 2.13  0.22
H: -1.24 1.07 1.05  0.20
H: 1.96 -0.30 1.28  0.22
H: 2.36 0.65 -0.22  0.23
H: 1.91 -1.28 -0.12  0.24
H: -0.89 0.65 -1.41  0.40
H: 0.78 0.84 -1.72  0.37
H: -2.05 -1.14 -1.39  0.47

Computed properties:
LUMO energy (spin up / spin down): 0.8 / 0.6 eV
HOMO level (spin up / spin down): -8.220 / -6.657 eV


Version z
Density functional theory data (wB97M-V/def2-TZVPD) for the molecule C3H8N2O.

Last column: natural (NBO) charge in e.
Element x y z (Å)
C: -0.69 0.46 -0.64  0.55
C: -0.92 1.86 -1.22  -0.67
C: 1.36 -1.33 1.17  -0.44
N: -0.80 -0.47 -1.48  -0.70
N: 0.01 -0.90 1.04  -0.35
O: -0.27 0.46 0.65  -0.38
H: -1.50 2.37 -0.58  0.21
H: -1.52 1.72 -2.19  0.25
H: 0.02 2.39 -1.16  0.23
H: 1.87 -0.96 0.39  0.21
H: 2.01 -0.93 2.01  0.17
H: 1.53 -2.41 1.12  0.22
H: -0.52 -1.30 -0.96  0.34
H: -0.57 -0.94 1.85  0.36

Computed properties:
LUMO energy: 0.9 eV
HOMO level: -9.775 eV


Stability summary: most stable version z, least stable version w.


Version w
Density functional theory data (wB97M-V/def2-TZVPD) for the molecule C3H8N2O.

Last column: natural (NBO) charge in e.
Element x y z (Å)
C: -1.64 0.01 -0.32  -0.08
C: -0.82 1.12 0.38  -0.26
C: 2.36 -0.44 -0.05  -0.14
H: -0.37 -1.42 0.23  0.49
H: -1.35 0.23 -1.34  0.17
H: -2.76 0.12 -0.20  0.18
H: -1.20 2.16 0.13  0.21
H: -0.63 1.01 1.41  0.19
H: 1.13 1.78 -0.13  0.35
H: 2.60 -1.46 0.14  0.20
H: 3.02 0.40 -0.35  0.18
N: 0.55 0.88 -0.26  -0.48
N: 1.08 -0.35 0.15  -0.27
O: -1.40 -1.34 0.11  -0.75

Computed properties:
LUMO energy: 0.9 eV
HOMO level: -9.113 eV


Version x
Density functional theory data (wB97M-V/def2-TZVPD) for a cluster of 2 separate species, C3H8N2O in total.

Last column: natural (NBO) charge in e.
Element x y z (Å)
C: 1.51 0.43 0.12  -0.41
N: 0.30 -0.29 -0.19  -0.63
C: -0.14 -0.20 -1.57  -0.41
C: -1.45 0.29 1.35  0.90
O: -1.53 1.42 1.05  -0.52
N: -1.47 -0.88 1.75  -0.84
H: 1.80 0.21 1.16  0.20
H: 2.36 0.19 -0.54  0.17
H: 1.32 1.51 0.05  0.20
H: -0.36 0.85 -1.81  0.20
H: 0.60 -0.57 -2.30  0.17
H: -1.07 -0.77 -1.68  0.20
H: -2.13 -1.07 2.48  0.40
H: 0.30 -1.24 0.16  0.38

Computed properties:
LUMO energy: 0.9 eV
HOMO level: -8.821 eV


Version y
Density functional theory data (wB97M-V/def2-TZVPD) for a cluster of 2 separate species, C3H8N2O in total.

Last column: natural (NBO) charge in e.
Element x y z (Å)
O: -2.07 1.03 -2.99  -0.52
C: -1.37 1.54 -2.16  0.43
C: -1.76 1.50 -0.69  -0.72
H: -0.38 1.89 -2.46  0.11
H: -1.64 2.51 -0.29  0.23
H: -0.97 0.96 -0.15  0.22
H: -2.71 0.99 -0.61  0.24
N: 0.77 -1.28 1.81  -0.83
C: 2.04 -1.21 1.25  0.28
N: 2.77 -2.16 0.86  -0.69
H: 0.23 -0.43 1.77  0.38
H: 0.22 -2.05 1.45  0.38
H: 2.46 -0.21 1.20  0.15
H: 2.41 -3.09 1.01  0.33

Computed properties:
LUMO energy: 0.6 eV
HOMO level: -9.760 eV


Stability summary: most stable version x, least stable version w.


Version w
Density functional theory data (wB97M-V/def2-TZVPD) for a cluster of 11 separate species, C23H68O11 in total.

Last column: Mulliken charge in e.
Element x y z (Å)
C: -0.51 -2.88 3.62  -1.53
C: -0.94 -1.63 2.86  2.84
C: -2.47 -1.60 2.71  -1.44
O: -0.50 -0.52 3.56  -0.80
H: 0.57 -2.87 3.74  0.28
H: -0.93 -3.76 3.12  0.40
H: -1.09 -3.05 4.52  0.44
H: -0.55 -1.74 1.85  -1.27
H: -2.85 -0.75 2.14  0.02
H: -3.08 -1.62 3.62  0.41
H: -2.82 -2.49 2.19  0.40
H: 0.42 -0.43 3.29  0.50
C: -5.42 -1.19 -1.07  -1.71
C: -3.97 -1.26 -1.26  1.06
C: -3.55 -1.25 -2.76  -1.13
O: -3.29 -0.29 -0.59  -0.05
H: -6.08 -1.78 -1.71  0.39
H: -5.85 -0.21 -1.25  0.34
H: -5.67 -1.28 -0.01  0.37
H: -3.64 -2.15 -0.73  0.17
H: -3.57 -2.21 -3.28  0.39
H: -2.49 -0.97 -2.81  0.06
H: -4.11 -0.47 -3.28  0.33
H: -2.34 -0.46 -0.56  0.01
C: 0.56 5.24 0.93  -1.21
C: 1.61 4.14 1.03  0.34
C: 2.37 4.14 2.37  -1.30
O: 0.95 2.95 1.05  0.07
H: 0.99 6.20 0.66  0.42
H: -0.11 5.26 1.79  0.30
H: -0.06 4.99 0.07  0.15
H: 2.13 4.08 0.07  0.44
H: 3.04 3.30 2.51  0.16
H: 1.68 4.27 3.21  0.35
H: 2.99 5.03 2.48  0.42
H: 0.39 2.94 1.83  0.01
C: 5.13 -2.47 -0.94  -1.00
C: 4.93 -1.44 0.16  0.43
C: 4.27 -0.06 -0.20  -0.91
O: 4.17 -2.00 1.19  -0.55
H: 4.17 -2.91 -1.21  0.06
H: 5.92 -3.18 -0.73  0.33
H: 5.41 -1.94 -1.85  0.37
H: 5.86 -1.17 0.66  0.36
H: 4.77 0.60 -0.91  0.50
H: 4.14 0.54 0.70  0.33
H: 3.27 -0.13 -0.64  -0.12
H: 3.30 -2.26 0.89  0.16
C: -4.16 4.15 -2.18  -1.59
C: -3.60 2.85 -1.72  0.97
C: -2.32 2.99 -0.95  -0.85
O: -4.52 2.24 -0.84  -0.62
H: -5.14 4.13 -2.66  0.41
H: -3.46 4.56 -2.91  0.33
H: -4.30 4.78 -1.31  0.37
H: -3.33 2.20 -2.55  0.02
H: -1.51 3.18 -1.66  0.26
H: -2.02 2.08 -0.42  -0.04
H: -2.32 3.83 -0.25  0.31
H: -4.07 1.45 -0.54  0.26
C: 1.82 -3.14 -3.38  -1.08
C: 1.71 -1.63 -3.41  0.08
O: 0.35 -1.34 -3.14  -0.56
H: 2.88 -3.29 -3.58  0.40
H: 1.14 -3.59 -4.11  0.37
H: 1.55 -3.52 -2.39  0.00
H: 2.03 -1.26 -4.39  0.49
H: 2.43 -1.14 -2.75  -0.06
H: 0.32 -0.38 -3.20  0.33
C: 1.27 -5.36 -0.35  -1.62
C: 0.55 -4.07 0.12  0.43
O: 1.41 -3.12 0.68  -0.44
H: 2.16 -5.37 -0.98  0.32
H: 0.49 -5.82 -0.95  0.41
H: 1.58 -5.99 0.48  0.40
H: -0.17 -4.14 0.94  0.20
H: 0.00 -3.65 -0.73  0.02
H: 0.86 -2.43 1.08  -0.16
C: 1.57 2.25 -3.48  -0.69
O: 0.39 1.45 -3.20  -0.55
H: 1.46 3.33 -3.37  0.35
H: 2.35 1.91 -2.80  0.17
H: 1.96 1.98 -4.46  0.29
H: -0.37 2.03 -3.18  0.27
C: 2.70 -0.26 4.00  -0.88
O: 2.23 -0.64 2.72  -0.15
H: 3.29 0.66 3.96  0.30
H: 1.77 -0.02 4.51  0.30
H: 3.28 -1.09 4.40  0.29
H: 2.99 -0.86 2.17  0.17
C: 0.14 -0.06 -0.19  0.55
O: -0.66 -1.11 -0.62  -0.35
H: 0.50 0.70 -0.89  0.16
H: -0.43 0.48 0.56  -0.56
H: 1.00 -0.48 0.33  0.14
H: -0.22 -1.37 -1.43  0.19
C: -2.39 2.25 2.59  -0.13
O: -1.16 2.22 3.16  -0.59
H: -3.29 2.19 3.21  0.37
H: -2.45 3.14 1.96  0.20
H: -2.46 1.50 1.81  -0.26
H: -0.96 1.29 3.28  0.47

Computed properties:
LUMO energy: 0.4 eV
HOMO level: -9.451 eV


Version x
Density functional theory data (wB97M-V/def2-TZVPD) for a cluster of 11 separate species, C23H68O11 in total.

Last column: Mulliken charge in e.
Element x y z (Å)
C: -1.28 4.10 -2.19  -0.35
O: -0.31 4.11 -1.15  -0.60
H: -2.17 4.65 -1.87  0.21
H: -0.92 4.62 -3.08  0.30
H: -1.45 3.07 -2.50  0.01
H: -0.55 3.35 -0.59  0.30
C: 0.04 0.68 -0.26  0.43
O: -1.10 1.53 -0.23  -0.06
H: -0.17 -0.08 -1.02  -0.12
H: 0.92 1.28 -0.48  0.01
H: 0.18 0.24 0.74  -0.34
H: -1.92 1.03 -0.37  0.15
C: 3.74 2.62 -1.76  0.11
O: 3.71 2.75 -3.19  -0.60
H: 3.08 1.76 -1.56  -0.30
H: 4.72 2.38 -1.35  0.23
H: 3.39 3.55 -1.33  0.24
H: 3.26 1.99 -3.57  0.33
C: 0.44 -1.13 4.07  0.36
O: 1.19 -2.00 4.89  -0.56
H: 0.93 -0.73 3.18  -0.27
H: -0.36 -1.72 3.59  -0.29
H: -0.04 -0.33 4.64  0.43
H: 0.55 -2.40 5.49  0.34
C: -2.91 -0.73 -4.71  -0.82
O: -2.38 0.07 -3.67  -0.33
H: -3.20 -1.75 -4.46  0.31
H: -3.71 -0.18 -5.21  0.32
H: -2.12 -0.81 -5.47  0.17
H: -2.99 0.00 -2.91  0.23
C: 3.58 0.95 3.13  -1.36
C: 3.99 1.62 1.82  1.69
C: 4.03 3.13 2.00  -1.54
O: 5.31 1.28 1.37  -0.58
H: 2.73 1.40 3.64  0.27
H: 4.44 0.99 3.81  0.50
H: 3.35 -0.09 2.88  0.25
H: 3.31 1.32 1.00  -0.57
H: 4.55 3.65 1.20  0.40
H: 4.51 3.30 2.97  0.37
H: 3.02 3.55 1.97  0.31
H: 5.63 0.52 1.88  0.32
C: 2.47 -2.09 0.70  0.09
C: 3.14 -3.44 0.41  0.31
C: 4.56 -3.49 0.96  -1.20
O: 2.31 -4.51 0.87  -0.57
H: 3.19 -1.28 0.59  0.36
H: 1.95 -2.11 1.66  -0.11
H: 1.69 -1.82 -0.03  -0.49
H: 3.14 -3.47 -0.68  0.31
H: 5.20 -3.90 0.16  0.31
H: 4.75 -4.28 1.69  0.35
H: 4.95 -2.53 1.27  0.23
H: 2.23 -4.38 1.82  0.39
C: 1.56 -0.97 -3.26  -0.78
C: 2.16 -0.86 -4.61  0.27
C: 1.42 -1.61 -5.73  -1.08
O: 2.39 0.50 -5.00  -0.53
H: 0.70 -0.30 -3.16  0.22
H: 2.30 -0.61 -2.54  0.12
H: 1.18 -1.94 -2.94  0.45
H: 3.16 -1.34 -4.59  0.19
H: 0.36 -1.37 -5.71  0.01
H: 1.57 -2.66 -5.48  0.38
H: 1.83 -1.36 -6.71  0.42
H: 2.97 0.48 -5.77  0.33
C: -1.89 -3.78 2.18  -1.38
C: -1.67 -2.74 1.10  1.93
C: -1.11 -3.25 -0.23  -1.17
O: -2.94 -2.11 0.79  -0.54
H: -2.18 -3.38 3.15  0.38
H: -1.20 -4.61 2.30  0.33
H: -2.82 -4.31 1.89  0.45
H: -1.00 -1.99 1.53  -1.12
H: -0.06 -3.51 -0.09  0.16
H: -1.25 -2.55 -1.05  0.12
H: -1.61 -4.21 -0.38  0.51
H: -3.55 -2.86 0.67  0.25
C: -2.93 3.18 4.54  -1.53
C: -2.71 2.08 3.52  0.97
C: -1.32 2.17 2.92  -0.59
O: -2.95 0.79 4.05  -0.56
H: -3.98 3.30 4.82  0.37
H: -2.63 4.15 4.14  0.35
H: -2.29 3.00 5.40  0.37
H: -3.44 2.31 2.73  -0.09
H: -0.52 2.24 3.66  0.32
H: -1.19 3.02 2.26  0.45
H: -1.14 1.21 2.41  -0.35
H: -2.55 0.14 3.46  0.27
C: -4.87 1.93 -1.38  -1.34
C: -4.66 0.72 -0.57  0.91
C: -5.70 -0.39 -0.81  -1.45
O: -3.37 0.17 -0.94  -0.03
H: -5.82 2.42 -1.15  0.47
H: -4.85 1.66 -2.44  0.28
H: -4.08 2.65 -1.18  0.16
H: -4.65 0.98 0.50  0.07
H: -5.73 -0.71 -1.86  0.30
H: -6.66 0.03 -0.51  0.44
H: -5.56 -1.30 -0.23  0.29
H: -3.31 -0.70 -0.51  0.14

Computed properties:
LUMO energy: 0.2 eV
HOMO level: -9.427 eV


Stability summary: most stable version x, least stable version w.


Version w
Density functional theory data (wB97M-V/def2-TZVPD) for a cluster of 2 separate species, C3H4N2O in total.

Last column: natural (NBO) charge in e.
Element x y z (Å)
O: -1.70 1.21 -1.20  -0.37
C: -0.84 1.04 -0.20  0.66
N: -0.08 1.61 0.61  -0.71
C: 1.33 -0.97 0.91  -0.20
C: 1.09 -1.91 0.20  -0.29
N: -1.34 -0.18 -0.62  -0.31
H: -0.11 2.62 0.50  0.37
H: 1.48 -0.09 1.51  0.26
H: 0.88 -2.76 -0.41  0.24
H: -0.70 -0.58 -1.31  0.36

Computed properties:
LUMO energy: 0.8 eV
HOMO level: -10.630 eV


Version x
Density functional theory data (wB97M-V/def2-TZVPD) for the molecule C3H4N2O.

Last column: natural (NBO) charge in e.
Element x y z (Å)
N: 1.76 -0.10 -0.07  -0.81
C: 0.55 0.46 0.15  0.34
C: -0.34 1.39 0.26  -0.13
N: -0.77 -0.02 0.62  -0.52
C: -1.40 -0.82 -0.34  0.53
O: -0.81 -1.41 -1.22  -0.57
H: 1.72 -1.08 -0.27  0.41
H: 2.51 0.17 0.56  0.40
H: -0.73 2.37 0.46  0.24
H: -2.48 -0.96 -0.16  0.12

Computed properties:
LUMO energy: 0.9 eV
HOMO level: -8.390 eV


Stability summary: most stable version x, least stable version w.